[1]
Density functional theory data (ωB97M-V/def2-TZVPD) for C24H27NO6 in the gas phase in a non-equilibrium geometry.

Values from the calculation:
- HOMO energy (eV) = -8.021
- energy relative to the best compared isomer or geometry (same formula, charge and spin) (kcal/mol) = 30.1
- electronic energy (Eh) = -1436.92849
- structure (SMILES) = O=C(NCc1ccccc1)C1=C[C@H](c2ccc3c(c2)OCO3)C[C@H](OCCCCO)O1
- gap between HOMO and LUMO (eV) = 8.713
- E_LUMO (eV) = 0.692

Last column: Mulliken charge in e.
Geometry (Å):
O: -3.40 -1.47 0.26  -0.715
C: -2.26 -1.88 0.33  0.227
N: -1.75 -2.84 -0.47  -0.114
C: -2.47 -3.41 -1.59  -1.158
C: -1.72 -3.19 -2.87  0.511
C: -1.33 -4.27 -3.67  -0.551
C: -0.62 -4.06 -4.83  -0.532
C: -0.27 -2.77 -5.21  -0.486
C: -0.65 -1.70 -4.42  -0.547
C: -1.37 -1.90 -3.26  -0.090
C: -1.28 -1.35 1.32  0.845
C: -1.62 -0.38 2.17  -1.212
C: -0.68 0.20 3.18  0.560
C: -0.28 1.63 2.86  -0.145
C: -0.74 2.28 1.73  -0.287
C: -0.39 3.60 1.43  -1.417
C: 0.44 4.24 2.32  1.113
C: 0.90 3.60 3.47  0.674
C: 0.55 2.30 3.76  -1.142
O: 1.69 4.46 4.19  -0.504
C: 1.72 5.66 3.45  -0.263
O: 0.94 5.52 2.28  -0.494
C: 0.54 -0.73 3.30  -1.255
C: 0.99 -1.24 1.94  -0.203
O: 1.47 -0.19 1.17  -0.116
C: 2.27 -0.61 0.07  -0.451
C: 2.57 0.58 -0.84  -0.869
C: 1.55 0.76 -1.96  -0.615
C: 0.16 1.11 -1.43  0.473
O: -0.79 1.28 -2.45  -0.573
O: -0.03 -1.94 1.27  -0.466
H: -0.79 -3.11 -0.35  0.303
H: -2.65 -4.48 -1.42  0.395
H: -3.44 -2.90 -1.61  0.390
H: -1.60 -5.27 -3.37  0.328
H: -0.32 -4.90 -5.44  0.371
H: 0.29 -2.61 -6.12  0.387
H: -0.39 -0.69 -4.71  0.424
H: -1.67 -1.06 -2.66  0.417
H: -2.63 0.00 2.12  0.546
H: -1.19 0.22 4.15  0.696
H: -1.39 1.76 1.04  0.525
H: -0.76 4.10 0.55  0.481
H: 0.90 1.84 4.67  0.569
H: 1.30 6.48 4.07  0.247
H: 2.75 5.91 3.18  0.251
H: 0.27 -1.60 3.91  0.403
H: 1.38 -0.22 3.77  0.548
H: 1.79 -2.00 2.07  0.428
H: 1.75 -1.39 -0.49  0.246
H: 3.20 -1.04 0.47  0.418
H: 3.56 0.44 -1.28  0.406
H: 2.60 1.48 -0.21  0.266
H: 1.49 -0.15 -2.56  0.245
H: 1.89 1.57 -2.62  0.446
H: -0.22 0.30 -0.80  -0.448
H: 0.23 2.02 -0.81  0.182
H: -0.51 2.00 -3.02  0.330

***

[2]
Density functional theory data (ωB97M-V/def2-TZVPD) for a molecular structure, C24H28CdN9O3S3Se.

Values from the calculation:
- charge = -1
- HOMO energy (eV) = -4.197
- energy relative to the best compared isomer or geometry (same formula, charge and spin) (kcal/mol) = 29.7
- electronic energy (Eh) = -5413.69463
- gap between HOMO and LUMO (eV) = 6.768
- E_LUMO (eV) = 2.571

Last column: Mulliken charge in e.
Geometry (Å):
Cd: 0.26 0.23 -0.01  1.820
C: 3.82 0.86 -0.43  -0.509
C: 3.77 1.34 0.91  -0.725
C: 2.58 2.03 1.09  -1.296
C: 1.83 1.97 -0.13  -0.753
C: 2.65 1.25 -1.07  -0.643
H: 4.62 0.29 -0.88  0.623
H: 4.55 1.21 1.66  0.646
H: 2.27 2.55 1.99  0.514
H: 1.11 2.72 -0.41  0.825
H: 2.41 1.13 -2.12  0.544
N: -7.15 1.12 0.37  -0.602
C: -5.97 0.37 0.47  1.116
C: -5.33 -0.10 -0.67  -0.873
C: -4.17 -0.85 -0.57  -0.011
C: -3.66 -1.14 0.68  -0.224
C: -4.26 -0.65 1.83  -0.540
C: -5.41 0.11 1.73  -0.807
S: -2.26 -2.19 0.86  0.708
O: -1.96 -2.67 -0.50  -0.700
O: -2.60 -3.23 1.79  -0.694
N: -1.06 -1.24 1.27  0.155
C: -0.52 -1.09 2.51  0.189
N: 0.59 -0.32 2.50  0.116
C: 1.30 -0.24 3.61  -0.069
C: 0.92 -0.89 4.77  -0.881
C: -0.30 -1.53 4.73  -0.338
N: -1.04 -1.63 3.63  -0.534
H: -7.67 0.96 -0.48  0.227
H: -7.71 1.15 1.19  0.225
H: -5.74 0.13 -1.65  0.287
H: -3.68 -1.23 -1.46  0.437
H: -3.83 -0.89 2.80  0.477
H: -5.89 0.50 2.62  0.276
H: 2.19 0.38 3.55  0.392
H: 1.53 -0.85 5.67  0.374
H: -0.73 -1.98 5.62  0.414
C: 4.86 -2.08 1.49  -0.801
N: 4.71 -2.30 0.06  0.382
C: 5.70 -2.20 -0.89  -0.537
C: 5.12 -2.36 -2.09  -0.358
N: 3.77 -2.56 -1.86  0.274
C: 2.75 -2.72 -2.88  -0.898
C: 3.51 -2.51 -0.53  -0.397
Se: 1.90 -2.75 0.33  -0.201
H: 5.92 -2.08 1.73  0.281
H: 4.35 -2.87 2.04  0.362
H: 4.41 -1.13 1.76  0.203
H: 6.73 -2.02 -0.63  0.386
H: 5.54 -2.36 -3.08  0.417
H: 3.22 -3.04 -3.81  0.305
H: 2.22 -1.78 -3.03  0.219
H: 2.03 -3.46 -2.55  0.388
O: -1.87 -2.11 -3.28  -0.606
S: -0.77 -2.13 -2.32  0.764
N: -0.15 -0.76 -2.06  -0.558
C: -2.08 4.88 -0.80  -0.852
N: -1.63 3.91 -1.79  0.228
C: -1.30 4.17 -3.10  -0.050
C: -0.93 2.97 -3.62  -0.990
N: -1.04 1.98 -2.67  -0.219
C: -1.47 2.57 -1.56  -0.407
S: -1.82 1.85 -0.02  -0.568
H: -1.94 5.88 -1.20  0.308
H: -1.49 4.77 0.11  0.293
H: -3.12 4.72 -0.54  0.277
H: -1.33 5.16 -3.52  0.408
H: -0.61 2.74 -4.63  0.430
H: -0.64 0.04 -2.51  0.350

***

[3]
Density functional theory data (ωB97M-V/def2-TZVPD) for a molecular structure, C24H28Cl2IrN6S2.

Values from the calculation:
- charge = +1
- multiplicity = 5
- HOMO energy (alpha / beta) (eV) = -8.163 / -10.527
- energy relative to the best compared isomer or geometry (same formula, charge and spin) (kcal/mol) = 23.9
- electronic energy (Eh) = -3080.69017
- ⟨S²⟩ = 6.0565
- gap between HOMO and LUMO (alpha / beta) (eV) = 5.800 / 5.917
- E_LUMO (alpha / beta) (eV) = -2.363 / -4.610

Last column: Mulliken charge in e.
Geometry (Å):
Ir: -0.12 -0.12 -0.50  2.731
C: 4.18 0.59 1.05  -1.813
C: 2.72 0.38 0.79  0.376
N: 2.18 0.25 -0.41  -0.089
N: 2.89 0.23 -1.56  -0.602
C: 2.30 0.05 -2.73  0.635
N: 3.07 0.07 -3.83  -0.464
S: 0.62 -0.14 -2.90  -0.591
C: 1.80 0.30 1.86  0.797
C: 2.18 0.38 3.22  -1.255
C: 1.25 0.27 4.21  -0.715
C: -0.11 0.08 3.87  -0.790
C: -0.43 0.00 2.54  -0.355
N: 0.46 0.11 1.56  0.039
H: 4.78 0.55 0.14  0.458
H: 4.57 -0.18 1.72  0.349
H: 4.35 1.56 1.52  0.336
H: 3.90 0.30 -1.51  0.193
H: 4.08 0.00 -3.77  0.189
H: 2.64 -0.15 -4.71  0.230
H: 3.22 0.52 3.47  0.493
H: 1.54 0.33 5.25  0.425
H: -0.87 -0.01 4.63  0.479
H: -1.46 -0.16 2.23  0.154
Cl: -5.44 4.17 0.67  -0.196
C: -3.87 3.56 0.29  0.444
C: -3.54 3.25 -1.02  -0.834
C: -2.29 2.74 -1.31  -0.169
C: -1.33 2.54 -0.29  0.392
C: 0.01 2.10 -0.59  -1.828
C: -1.70 2.88 1.03  -0.096
C: -2.95 3.38 1.32  -1.026
H: -4.25 3.42 -1.82  0.473
H: -2.02 2.52 -2.33  0.409
H: 0.74 2.41 0.16  0.493
H: 0.34 2.33 -1.59  0.830
H: -0.97 2.78 1.82  0.430
H: -3.21 3.66 2.33  0.473
C: -6.33 -0.46 -1.43  -1.082
N: -4.88 -0.65 -1.46  -0.125
C: -4.09 -0.62 -0.39  0.480
N: -4.60 -0.31 0.79  -0.259
S: -2.48 -1.17 -0.55  -0.462
H: -6.71 -0.64 -2.43  0.352
H: -6.58 0.56 -1.14  0.325
H: -6.80 -1.16 -0.74  0.371
H: -4.46 -0.96 -2.31  0.263
H: -5.56 0.00 0.90  0.230
H: -4.00 -0.27 1.59  0.182
Cl: 6.11 -3.81 -0.87  -0.209
C: 4.45 -3.36 -0.72  0.364
C: 3.93 -3.04 0.53  -0.964
C: 2.60 -2.69 0.65  -0.216
C: 1.75 -2.63 -0.47  0.169
C: 0.35 -2.25 -0.33  -1.770
C: 2.30 -2.97 -1.71  -0.125
C: 3.63 -3.33 -1.84  -0.853
H: 4.57 -3.09 1.40  0.509
H: 2.19 -2.45 1.63  0.466
H: -0.07 -2.49 0.64  0.712
H: -0.27 -2.63 -1.14  0.676
H: 1.67 -2.95 -2.59  0.467
H: 4.04 -3.61 -2.80  0.491

***

[4]
Density functional theory data (ωB97M-V/def2-TZVPD) for a molecular structure, C24H28Cl3CoN4O2Si in a non-equilibrium geometry.

Values from the calculation:
- charge = +1
- multiplicity = 2
- HOMO energy (alpha / beta) (eV) = -9.844 / -9.833
- energy relative to the best compared isomer or geometry (same formula, charge and spin) (kcal/mol) = 0.0
- electronic energy (Eh) = -4353.66844
- ⟨S²⟩ = 0.7744
- gap between HOMO and LUMO (alpha / beta) (eV) = 6.244 / 6.218
- E_LUMO (alpha / beta) (eV) = -3.600 / -3.615

Last column: Mulliken charge in e.
Geometry (Å):
Co: -1.25 -1.15 0.37  -0.166
C: -1.38 4.40 -4.04  -1.667
C: -1.39 3.43 -2.88  0.038
C: -1.79 3.81 -1.62  -0.685
C: -1.78 2.94 -0.51  1.044
C: -2.22 3.51 0.71  -0.987
N: -1.89 3.24 1.94  0.132
C: -0.77 2.45 2.43  0.000
C: 0.59 3.19 2.30  -0.932
C: 1.50 2.76 1.14  -0.636
N: 1.72 1.34 1.18  0.393
C: 2.83 0.65 1.24  -0.017
C: 2.80 -0.76 1.25  0.184
C: 3.98 -1.52 1.26  -0.862
C: 3.95 -2.90 1.21  0.287
C: 5.23 -3.70 1.17  -1.708
C: 2.71 -3.54 1.10  -0.686
C: 1.51 -2.84 1.08  0.729
C: 0.28 -3.53 0.76  -0.400
N: -0.85 -3.00 0.46  0.534
C: -1.81 -3.85 -0.23  -0.783
C: -1.75 -3.58 -1.77  -0.625
C: -0.69 -2.55 -2.19  -0.831
N: -0.94 -1.24 -1.61  0.127
C: -0.87 -0.23 -2.38  -0.182
C: -1.11 1.15 -2.03  0.219
C: -1.06 2.09 -3.06  -0.723
C: -1.46 1.55 -0.71  0.720
O: -1.54 0.74 0.27  0.261
C: 1.53 -1.43 1.23  0.836
O: 0.45 -0.77 1.33  -1.309
H: -1.25 5.42 -3.69  0.398
H: -2.32 4.34 -4.58  0.320
H: -0.58 4.16 -4.73  0.408
H: -2.10 4.84 -1.45  0.486
H: -2.94 4.33 0.62  0.536
H: -2.44 3.71 2.65  0.328
H: -0.78 1.49 1.91  -0.636
H: -0.96 2.25 3.48  0.403
H: 1.15 3.05 3.23  0.399
H: 0.40 4.27 2.20  0.413
H: 2.46 3.29 1.21  0.470
H: 1.04 3.02 0.19  0.250
H: 0.89 0.72 1.17  0.028
H: 3.78 1.18 1.25  0.497
H: 4.93 -1.01 1.30  0.435
H: 6.03 -3.19 1.71  0.393
H: 5.56 -3.85 0.14  0.323
H: 5.09 -4.69 1.62  0.397
H: 2.69 -4.62 1.02  0.447
H: 0.36 -4.61 0.67  0.292
H: -2.81 -3.64 0.14  0.161
H: -1.60 -4.90 -0.03  0.455
H: -2.73 -3.24 -2.11  0.301
H: -1.52 -4.51 -2.29  0.372
H: -0.68 -2.49 -3.28  0.562
H: 0.30 -2.89 -1.87  0.201
H: -0.63 -0.40 -3.44  0.275
H: -0.77 1.75 -4.05  0.484
Cl: -4.77 -1.00 0.29  -0.338
Si: -3.19 -1.15 1.64  0.292
Cl: -3.67 -2.79 2.82  -0.331
Cl: -3.47 0.48 2.90  -0.328